[1]
Density functional theory data (ωB97M-V/def2-TZVPD) for 2 unconnected molecules or ions with the total composition C4H15N4 in a non-equilibrium geometry.

Its orbital gap is 11.03 eV. Its total charge is +1. The value obtained for the energy relative to the best compared isomer or geometry (same formula, charge and spin) is 14.4 kcal/mol.

Geometry (Å):
C: -1.378113 -0.008437 -0.148572
H: 2.540993 -0.203244 1.616459
N: 1.838384 -0.485772 -0.343758
H: 3.683462 0.361968 0.357652
H: -2.726560 -1.081392 2.079668
H: -3.353305 0.374623 -0.320429
C: 1.991875 0.054714 -1.691096
H: 1.539710 1.060453 -1.716286
H: -2.416029 0.656455 2.384250
N: -2.607918 0.126578 0.334863
H: 1.455542 -0.590200 -2.407369
N: -1.138337 0.177145 -1.451906
C: -2.956359 -0.057442 1.740054
H: -1.904997 0.424640 -2.082393
N: -0.374622 -0.331233 0.670098
C: 2.617119 0.277602 0.626711
H: 2.190106 1.292315 0.694771
H: 2.163399 -1.461024 -0.337652
H: 0.573861 -0.436100 0.301438
H: -4.039648 0.116171 1.853900
H: 3.044916 0.134330 -2.009517
H: -0.188893 0.071644 -1.817892
H: -0.554586 -0.473794 1.667007

Atomic forces in eV per Å
C 0.708 -0.358 1.179
H 0.054 0.238 -0.366
N 2.298 -0.852 -0.811
H -0.350 -0.032 0.076
H -0.154 0.331 -0.192
H 0.503 -0.189 0.535
C -0.075 0.116 -0.376
H 0.309 -0.218 -0.048
H -0.243 -0.176 -0.280
N -0.948 0.265 -0.546
H 0.348 0.155 0.117
N -0.141 0.131 -0.661
C -0.169 -0.025 0.310
H 0.732 -0.206 0.391
N -3.356 0.373 1.541
C 0.333 0.317 0.533
H 0.198 -0.341 0.024
H -0.098 0.481 -0.047
H 0.942 -0.198 -0.814
H 0.597 -0.098 -0.051
H -0.374 -0.007 0.070
H -0.970 0.123 0.213
H -0.144 0.169 -0.798


[2]
Density functional theory data (ωB97M-V/def2-TZVPD) for 2 unconnected molecules or ions with the total composition C51H56N4O2 in a non-equilibrium geometry.

Its orbital gap is 5.45 eV. Its total charge is 0. The value obtained for the energy relative to the best compared isomer or geometry (same formula, charge and spin) is 0.0 kcal/mol.

Geometry (Å):
H: 3.419673 -2.623804 -0.775823
H: -3.467015 2.015024 -3.687107
C: -4.354923 -2.635243 -1.898029
H: -1.945989 -0.570440 0.650009
C: -3.526133 1.697802 6.374409
C: -2.293234 -1.402884 -1.821597
N: 1.220497 -1.689614 -2.040017
C: 3.148892 2.061713 -2.890838
H: 2.057025 3.748738 4.727820
C: -1.727401 1.543503 3.125956
H: -3.136714 -4.462780 0.325022
H: 1.429357 6.752237 3.665892
C: 0.633976 4.040418 1.636110
C: 4.641529 -1.652151 -4.513046
H: 0.460530 0.313803 -4.245719
C: 2.448589 6.551867 3.315597
H: 4.116298 5.777087 1.354936
H: -3.727129 2.365951 -1.141038
C: -4.360887 -0.228634 -2.180175
H: -3.832667 -5.287654 -1.093928
H: -1.274184 -5.439076 -2.814371
C: 2.935227 -2.884345 -3.320105
C: 3.512701 0.328840 1.759608
H: 5.453325 -2.240694 0.609346
H: 2.216332 -5.083572 -4.909508
C: 2.358793 0.096550 1.014792
H: -2.050086 0.980511 2.250654
C: -2.486295 1.420672 4.250232
C: -2.663883 2.107248 -1.035196
H: 1.651023 0.764340 -2.111112
C: 2.187720 0.884485 -3.059926
N: 2.499621 5.294000 2.593502
C: 0.396034 2.575139 4.003610
H: 3.996961 -5.537334 -3.245661
H: -5.895955 -0.648877 5.679371
H: 0.958507 -5.683827 -3.796885
C: -5.742593 0.476805 7.543802
C: -5.043415 -1.439873 -2.111369
H: 2.767738 7.362269 2.644082
C: 2.376475 -1.663102 -2.911850
O: -1.766560 3.239074 5.753140
C: -2.196166 -3.930690 -1.559128
H: -2.517043 1.655592 -0.047177
C: 1.142223 -1.184177 -0.742022
H: 5.514130 -0.353048 2.233707
H: -0.281321 -0.237694 1.502634
C: -2.901545 -4.926583 -0.639878
H: -1.814306 2.688163 -3.587399
H: -6.619242 0.018391 8.005822
C: 4.624698 -0.513083 1.626358
C: -2.410331 1.769887 -3.511851
H: 3.966522 -4.776811 -1.637284
H: 0.598626 2.068148 -3.958001
C: -1.896356 -4.542158 -2.919897
C: 2.312883 -0.958459 0.062403
H: 3.907634 1.834949 -2.131211
O: -4.056102 -0.284503 3.477307
H: 0.380693 1.907673 4.867598
C: 1.166570 1.150575 -4.160134
H: 2.596101 2.953594 -2.568192
C: -2.234149 1.139804 -2.129838
C: -0.199915 -0.966990 -0.466067
H: 3.654202 2.292318 -3.838068
C: -2.973826 -0.193745 -2.026386
N: -0.021646 -1.825515 -2.588321
C: 2.301416 -4.216630 -2.929287
H: -3.333310 2.853810 8.173985
H: -1.369458 -3.814546 -3.549231
H: 4.519955 -3.812951 -4.439931
H: -4.902635 0.703926 -2.358307
C: -5.352894 0.097292 6.255049
H: 2.840216 -6.101485 -2.013510
C: 3.810081 4.980853 2.051209
C: -2.972223 -2.628725 -1.738688
H: 3.788141 4.018881 1.523730
C: 3.458791 -1.796346 -0.061860
C: 3.342486 -5.217516 -2.424314
C: -5.009765 1.458194 8.247414
H: 1.477538 0.731589 1.121298
H: 3.136469 6.543407 4.174895
H: -5.321262 1.737894 9.255577
N: -0.862844 -1.381719 -1.638982
C: -0.402208 3.141114 1.786499
C: 1.502585 4.321702 2.718642
H: 4.563010 4.936114 2.856706
H: -2.247231 -5.786520 -0.456485
H: 4.493279 0.497717 -4.474122
C: -3.650863 0.483369 4.340179
H: -1.173063 0.911990 -1.987924
C: 4.590877 -1.576666 0.710897
C: 4.058920 -0.444713 -4.131518
H: 1.678270 1.260571 -5.128324
H: 3.541085 1.169159 2.457774
C: 4.076890 -2.865316 -4.122426
H: 5.535033 -1.647992 -5.136912
H: -6.124609 -1.459834 -2.249127
C: 1.362537 3.556720 3.905494
C: 2.909651 -0.431390 -3.337477
H: 0.774057 4.575663 0.694651
C: -0.586570 2.420487 2.989791
H: -2.081507 1.074217 -4.293840
C: -4.234628 0.702719 5.691951
H: -2.073110 3.030757 -1.091508
C: -3.902897 2.083438 7.658887
C: -0.871037 -0.451756 0.626049
H: -1.242221 -3.665691 -1.086066
C: 1.522838 -4.796188 -4.107132
H: -4.898322 -3.582712 -1.858432
C: -2.454846 2.258859 5.495851
H: -2.836214 -4.821539 -3.418766
H: 1.600016 -4.004210 -2.113927
H: -1.134707 3.002710 0.985262
H: 0.820161 -4.058523 -4.513291

Atomic forces in eV per Å
H 0.132 0.267 0.379
H 0.256 0.017 -0.037
C -0.111 0.265 -0.039
H 0.051 0.081 0.252
C -0.547 -0.185 0.095
C -0.124 -0.046 -0.041
N -2.806 0.902 0.360
C 0.038 -0.014 0.046
H -0.188 -0.174 -0.265
C -1.038 -0.134 1.001
H -0.008 -0.119 -0.155
H 0.264 -0.041 -0.084
C 0.593 0.469 0.533
C -0.056 -0.109 0.030
H 0.110 0.203 -0.001
C -0.053 -0.425 -0.010
H 0.034 -0.247 0.056
H 0.227 0.029 0.021
C 0.050 -0.260 0.102
H 0.177 -0.034 0.145
H -0.121 0.125 -0.043
C -0.171 -0.096 0.115
C 0.172 -0.276 0.002
H -0.289 0.230 0.041
H -0.153 0.032 0.131
C -0.114 -0.477 -0.666
H 0.073 0.034 0.133
C 0.598 0.157 -0.860
C -0.218 0.041 0.228
H 0.023 0.083 -0.121
C 0.208 -0.209 0.483
N 0.462 0.773 -0.563
C -0.824 -0.181 -0.212
H -0.111 -0.029 0.240
H 0.047 0.107 0.173
H 0.126 0.134 -0.100
C 0.381 0.263 -0.097
C -0.011 -0.069 -0.106
H -0.120 -0.047 0.162
C 0.393 -0.452 -0.541
O -0.814 -1.126 -0.210
C 0.025 0.361 0.332
H -0.041 0.114 -0.223
C 1.303 -0.771 -1.809
H -0.201 0.016 -0.139
H -0.287 -0.014 0.131
C -0.045 0.095 0.061
H -0.173 -0.141 -0.012
H 0.296 0.148 -0.124
C -0.259 -0.037 -0.244
C -0.051 -0.158 -0.104
H -0.083 -0.135 -0.123
H 0.134 -0.177 -0.035
C -0.036 -0.007 -0.318
C 1.371 0.159 0.957
H -0.111 0.084 -0.158
O 0.444 0.792 0.954
H -0.156 0.358 -0.166
C -0.168 -0.077 -0.313
H 0.124 -0.176 -0.120
C 0.168 -0.421 0.024
C -2.289 0.527 0.782
H -0.098 0.082 0.238
C 0.197 0.249 -0.160
N 1.873 0.427 0.259
C 0.153 0.355 0.203
H -0.167 -0.122 -0.045
H -0.115 -0.256 0.069
H -0.111 0.390 0.075
H 0.141 -0.336 0.077
C 0.013 0.025 0.199
H 0.145 0.115 -0.112
C -0.337 -0.006 0.144
C 0.301 -0.213 -0.035
H 0.015 0.274 0.110
C -0.622 0.370 -0.016
C 0.023 0.015 0.057
C 0.019 -0.161 -0.371
H 0.348 -0.040 0.020
H -0.113 0.124 0.070
H 0.104 -0.074 -0.313
N 0.944 -0.148 0.173
C -0.566 -0.587 0.333
C -0.768 -1.087 0.204
H 0.021 -0.110 -0.155
H -0.160 0.094 -0.058
H -0.166 -0.380 0.146
C -0.099 -0.356 -0.831
H -0.059 0.178 -0.010
C -0.068 0.245 0.173
C -0.057 -0.302 0.010
H -0.149 0.020 0.199
H -0.041 -0.291 -0.173
C -0.007 0.277 -0.038
H -0.196 0.004 0.148
H 0.245 0.014 0.076
C 0.339 0.427 -0.718
C -0.344 0.129 0.008
H -0.060 -0.075 0.316
C 1.508 0.675 -0.269
H -0.087 0.184 0.077
C -0.262 0.123 0.428
H -0.148 -0.135 -0.009
C -0.137 -0.157 -0.009
C 0.641 -0.549 -0.711
H -0.109 -0.082 -0.038
C -0.122 0.037 -0.202
H 0.156 0.376 -0.002
C 0.703 0.560 0.224
H 0.232 0.019 0.061
H 0.045 -0.144 -0.099
H 0.395 0.005 0.255
H 0.104 -0.182 0.089


[3]
Density functional theory data (ωB97M-V/def2-TZVPD) for a molecular structure, C48H34CdN4OP2S.

Its orbital gap is 7.84 eV. Its total charge is +2. The value obtained for the energy relative to the best compared isomer or geometry (same formula, charge and spin) is 9.8 kcal/mol.

Geometry (Å):
H: 5.054948 -0.272219 -1.923931
C: 3.369457 -0.218535 -4.053112
C: -2.533254 3.823913 -0.754283
C: -2.948611 -0.906104 -1.484653
C: -0.406783 4.669576 -0.065992
C: -1.978074 2.537475 -0.807054
H: 4.318262 0.152580 -5.935366
C: -1.363671 -3.127567 0.898526
C: -4.921877 0.389435 -1.760845
C: -3.925979 3.978259 -1.085878
H: 1.109205 3.151514 0.088891
Cd: -0.025838 0.137470 -0.524268
H: 3.676697 2.540057 -5.992813
H: 3.117043 -1.838934 5.567669
H: -3.140616 -1.637116 3.381044
C: 2.289266 -2.351919 -1.981294
C: -4.731442 2.855165 -1.427102
C: 3.563513 -0.221170 -0.387192
C: 0.415394 -0.760995 3.048851
C: 0.072581 3.367401 -0.145055
H: -2.163264 5.890257 -0.324216
C: 4.847953 -0.023161 -0.891383
C: 0.059563 -1.129933 4.343152
C: 3.743300 0.578964 -5.124340
H: -1.670887 -5.127201 0.191555
C: 2.635891 2.466944 -4.124021
C: 1.028653 -1.472127 5.267390
C: 2.630498 0.331229 -3.009452
H: -1.691216 3.865091 3.620184
C: -4.168897 1.529179 -1.464045
C: -1.772256 -2.139700 1.796531
C: 2.362682 -4.996012 -2.800642
P: -0.853908 -0.578085 1.762195
C: -4.085792 1.880541 2.275980
N: -2.219477 0.168245 -1.208547
H: 3.802450 -2.900418 -0.558384
C: -3.500864 3.001206 2.846816
C: -1.378970 1.875442 2.896951
C: -2.803088 1.381418 -1.177152
H: 1.665800 2.092925 -2.246143
H: 4.026470 1.083002 2.712098
H: -5.977106 0.496484 -1.977043
H: 6.841914 0.639232 -0.479274
O: 2.032700 -0.231707 1.410186
H: 2.405605 -6.025573 -3.130024
C: 2.254794 1.673169 -3.055514
H: -0.529651 -2.934904 0.228651
H: -3.569604 -5.553772 1.717260
C: -3.470209 -3.619806 2.634387
N: -0.680920 2.335560 -0.501170
C: 5.839732 0.515132 -0.092805
H: 3.772936 -1.188191 3.308796
N: -5.981354 3.181028 -1.698558
C: 1.439794 -2.789527 -3.000702
C: 3.302333 0.083667 0.954056
H: 0.249405 5.474090 0.233888
C: -2.000721 -4.357477 0.877084
C: -3.317858 0.759518 1.992892
H: -0.327627 1.857073 3.163074
C: -1.960848 0.749282 2.310806
C: -2.147074 2.997850 3.159917
C: -4.309022 -0.843139 -1.763725
C: -1.727227 4.900918 -0.373784
C: 3.382704 1.918290 -5.157838
H: 6.273803 1.439578 1.793583
H: 0.760696 -2.088694 -3.476047
H: -4.099656 3.877617 3.060136
H: -2.428351 -1.855840 -1.477646
C: 1.485968 -4.108815 -3.415263
H: 3.860118 -5.262670 -1.289571
H: -0.989937 -1.164150 4.609140
H: -3.776329 -0.109453 1.534605
C: 2.356887 -1.508915 4.872490
S: -6.102619 4.772643 -1.525173
H: -5.147484 1.872194 2.061587
H: -4.292815 -3.811912 3.310532
P: 2.186911 -0.609322 -1.519093
H: 0.847403 -4.447382 -4.220340
C: -3.061728 -4.598854 1.739620
C: 2.734566 -1.128370 3.593516
N: -4.590652 5.118376 -1.110977
H: 0.744684 -1.742971 6.274787
C: -2.825385 -2.392556 2.671760
C: 3.184860 -4.567122 -1.769915
C: 5.527527 0.939078 1.191276
C: 1.770807 -0.692067 2.695384
H: -4.859693 -1.747353 -1.978830
H: 3.647632 -1.265240 -4.032354
C: 4.262631 0.732014 1.717805
H: 2.348750 3.509687 -4.156803
C: 3.153891 -3.242769 -1.355439

Atomic forces in eV per Å
H 0.043 0.033 -0.008
C -0.026 -0.054 0.056
C 0.291 -0.121 0.085
C 0.023 -0.035 -0.022
C -0.064 0.040 0.003
C 0.030 0.357 0.079
H -0.003 -0.002 0.004
C -0.021 0.070 0.077
C -0.002 0.031 0.013
C -0.370 -0.374 -0.147
H -0.006 -0.011 0.011
Cd 0.293 -0.114 -0.009
H 0.010 -0.030 -0.012
H 0.012 0.011 -0.009
H -0.040 -0.015 -0.018
C -0.228 0.044 0.090
C 0.293 0.487 0.103
C -0.402 -0.025 0.172
C 0.128 0.188 -0.430
C 0.144 0.011 0.036
H 0.023 0.008 -0.017
C -0.081 0.055 0.014
C 0.046 -0.032 -0.084
C 0.027 -0.004 -0.044
H -0.010 0.010 -0.003
C -0.027 0.040 0.023
C -0.116 -0.037 0.085
C -0.240 -0.022 0.084
H -0.024 -0.005 0.007
C 0.248 -0.280 0.033
C 0.042 0.121 -0.214
C 0.024 -0.013 0.021
P -0.141 -0.144 0.595
C -0.065 -0.013 -0.032
N -0.011 0.076 -0.186
H 0.023 -0.032 -0.013
C 0.011 0.082 0.015
C -0.061 -0.093 0.028
C -0.255 -0.187 -0.086
H -0.006 0.065 -0.025
H -0.010 -0.093 0.065
H 0.004 0.013 -0.009
H -0.024 0.034 -0.020
O 0.165 0.102 0.176
H -0.010 0.002 0.008
C 0.033 -0.085 0.004
H -0.001 -0.049 -0.025
H 0.010 -0.001 0.006
C -0.041 0.021 0.061
N -0.049 -0.057 -0.103
C 0.094 0.002 -0.012
H 0.064 0.074 -0.027
N -0.194 -0.160 -0.005
C 0.027 -0.019 0.075
C 0.146 -0.154 -0.142
H 0.025 -0.029 -0.005
C 0.015 -0.047 -0.032
C 0.065 -0.031 -0.032
H -0.008 0.060 -0.001
C 0.103 0.032 -0.034
C 0.031 0.018 -0.013
C -0.013 0.056 0.023
C -0.034 -0.105 -0.012
C -0.006 0.028 0.007
H 0.007 -0.026 0.007
H 0.010 -0.035 -0.062
H -0.012 -0.031 0.017
H -0.021 -0.016 -0.016
C -0.029 0.001 -0.029
H -0.001 0.003 -0.013
H 0.017 -0.013 0.056
H -0.024 0.025 -0.002
C -0.022 0.011 -0.007
S -0.106 0.081 -0.061
H 0.017 0.011 -0.027
H 0.010 -0.013 -0.003
P 0.363 0.087 -0.222
H -0.004 0.005 0.008
C 0.009 -0.010 -0.012
C 0.100 0.059 -0.156
N 0.044 0.195 0.104
H 0.028 -0.017 -0.007
C 0.058 -0.005 0.005
C 0.039 -0.062 0.022
C 0.002 -0.006 -0.034
C -0.211 -0.065 0.116
H 0.008 -0.004 -0.010
H 0.017 0.008 -0.016
C -0.176 -0.002 0.117
H -0.001 -0.009 0.002
C -0.027 0.130 -0.008